(1)
Here is a structure of composition C9H17O3P from OMol25. Energies are from ωB97M-V/def2-TZVPD.

XYZ file:
```
30
C9H17O3P (ωB97M-V/def2-TZVPD)
C -3.286 1.023 -1.169
C -3.270 -0.036 -0.405
C 2.297 1.218 1.359
C -0.185 1.785 1.271
C 2.153 -1.801 -0.728
C 0.268 -0.708 -1.900
C 0.904 0.925 0.671
C 0.749 -1.340 -0.573
C 0.525 -0.543 0.738
O -1.929 -2.194 0.405
O 0.761 -1.057 1.846
O -2.334 -0.292 2.063
P -1.815 -0.759 0.724
H -4.139 1.487 -1.597
H -2.576 1.776 -1.174
H -3.986 -0.737 -0.170
H 2.446 2.274 1.199
H 3.100 0.712 0.843
H 2.200 0.683 2.235
H -1.084 1.317 0.952
H -0.085 2.902 0.755
H -0.148 1.906 2.288
H 2.899 -1.021 -0.784
H 2.426 -2.389 -1.573
H 2.411 -2.512 0.087
H 0.878 -1.127 -2.659
H -0.850 -0.908 -1.968
H 0.435 0.362 -1.979
H 1.154 1.263 -0.419
H 0.083 -2.210 -0.336
```

Properties
E_HOMO = 1.6 eV
Energy above the lowest of the compared OMol25 structures with the same formula, charge and spin = 3.295 eV
F_max = 5.312 eV Å⁻¹
Electronic energy = -920.0732 Ha
Orbital gap = 4.423 eV
Total charge = -2

***

(2)
Here is a cluster of 2 separate species, C9H17P in total from OMol25. Energies are from ωB97M-V/def2-TZVPD.

XYZ file:
```
27
C9H17P (ωB97M-V/def2-TZVPD)
C -3.021 0.886 -0.363
C -2.505 1.271 -1.366
C -3.786 0.651 0.806
C 0.522 2.636 -0.382
C 0.420 -1.064 -1.002
C 2.747 -1.253 0.132
C 0.632 -2.767 0.806
C 1.315 1.442 0.152
C 1.212 -1.489 0.222
P 0.154 -0.007 0.534
H -3.272 0.105 1.561
H -4.000 1.638 1.182
H -4.660 0.139 0.466
H 1.367 3.299 -0.659
H -0.111 2.268 -1.305
H -0.181 3.090 0.427
H -1.905 1.310 -2.245
H 1.025 -0.764 -1.774
H -0.532 -1.603 -1.322
H 2.887 -0.382 -0.510
H 3.201 -2.123 -0.230
H 3.156 -1.006 1.099
H 1.232 -2.995 1.622
H -0.380 -2.622 1.237
H 0.551 -3.684 0.156
H 1.756 1.587 1.220
H 2.175 1.437 -0.462
```

Properties
E_HOMO = -8.7 eV
Energy above the lowest of the compared OMol25 structures with the same formula, charge and spin = 1.610 eV
F_max = 3.303 eV Å⁻¹
Electronic energy = -694.3198 Ha
Orbital gap = 9.728 eV

***

(3)
Here is a structure of composition C9H18BBrIO9S2 from OMol25. Energies are from ωB97M-V/def2-TZVPD.

XYZ file:
```
41
C9H18BBrIO9S2 (ωB97M-V/def2-TZVPD)
C -0.455 1.791 3.162
C -0.203 0.696 2.127
C 0.456 1.273 0.865
I -0.087 -0.005 -0.785
B 2.079 1.551 1.065
Br 3.282 0.798 -0.497
C 2.374 3.143 1.084
C 3.820 3.530 1.239
O 4.275 4.645 1.109
H -1.313 2.407 2.887
H -0.654 1.359 4.144
H 0.414 2.443 3.266
H -1.148 0.203 1.889
H 0.475 -0.040 2.558
H -0.030 2.219 0.615
H 2.460 0.978 2.065
H 1.838 3.636 1.910
H 2.015 3.621 0.163
H 4.498 2.697 1.519
C -0.243 0.846 -4.512
C 0.066 0.428 -5.936
O -0.960 -0.533 -6.237
S -2.319 -0.114 -5.517
O -3.155 0.603 -6.419
O -2.830 -1.259 -4.851
O -1.687 0.918 -4.503
H 0.085 0.114 -3.776
H 0.149 1.823 -4.246
H 1.030 -0.062 -6.038
H -0.012 1.260 -6.638
C -1.248 -3.925 1.442
C -1.750 -4.771 2.599
O -1.095 -4.202 3.740
S -0.923 -2.617 3.542
O -1.969 -1.923 4.206
O 0.433 -2.304 3.804
O -1.231 -2.603 1.987
H -0.237 -4.199 1.137
H -1.911 -3.923 0.581
H -1.459 -5.816 2.531
H -2.831 -4.686 2.722
```

Properties
E_HOMO = -5.3 eV
F_max = 0.474 eV Å⁻¹
Electronic energy = -4723.8939 Ha
Orbital gap = 7.526 eV
Total charge = -1

***

(4)
Here is a structure of composition C9H18BrNOZr from OMol25. Energies are from ωB97M-V/def2-TZVPD.

XYZ file:
```
31
C9H18BrNOZr (ωB97M-V/def2-TZVPD)
Zr -2.619 -0.898 -2.882
C -2.430 0.780 1.191
C -0.977 0.800 0.688
C -0.087 0.692 1.933
C 1.383 0.354 1.661
C 1.483 -0.930 0.828
C 0.695 -0.847 -0.515
N -0.656 -0.366 -0.170
O -1.508 -0.573 -1.023
C 0.716 -2.290 -1.018
C 1.488 0.072 -1.457
C -0.688 2.124 -0.042
H -2.472 1.347 2.114
H -2.735 -0.256 1.361
H -3.109 1.149 0.421
H -0.489 -0.158 2.498
H -0.151 1.569 2.573
H 1.896 0.244 2.615
H 1.860 1.194 1.150
H 1.139 -1.722 1.496
H 2.523 -1.134 0.579
H 0.256 -2.413 -2.001
H 0.260 -2.998 -0.328
H 1.749 -2.576 -1.203
H 1.805 1.009 -1.019
H 0.807 0.335 -2.279
H 2.265 -0.488 -1.969
H -0.943 2.987 0.566
H -1.205 2.209 -1.003
H 0.362 2.150 -0.320
Br -0.617 -1.367 -4.446
```

Properties
E_HOMO = -16.1 eV
Energy above the lowest of the compared OMol25 structures with the same formula, charge and spin = 0.287 eV
F_max = 5.044 eV Å⁻¹
Electronic energy = -3104.0179 Ha
Orbital gap = 5.965 eV
Total charge = +2

***

(5)
Here is a cluster of 9 separate species, C9H18Cl18 in total from OMol25. Energies are from ωB97M-V/def2-TZVPD.

XYZ file:
```
45
C9H18Cl18 (ωB97M-V/def2-TZVPD)
C 0.115 0.556 -0.787
Cl 1.856 0.574 -0.931
Cl -0.509 1.350 -2.247
H -0.237 -0.472 -0.694
H -0.179 1.168 0.065
C -1.699 -4.411 -0.129
Cl -1.498 -3.026 -1.208
Cl -3.383 -4.921 -0.289
H -1.122 -5.264 -0.484
H -1.433 -4.193 0.906
C -1.206 3.002 3.338
Cl -0.028 1.894 4.041
Cl -0.662 4.678 3.500
H -1.365 2.692 2.305
H -2.113 2.888 3.932
C 0.438 -2.947 3.029
Cl -0.849 -4.018 3.609
Cl -0.138 -1.806 1.735
H 0.824 -2.365 3.866
H 1.223 -3.554 2.578
C -3.206 3.940 -3.318
Cl -2.947 5.721 -3.511
Cl -4.317 3.554 -2.015
H -3.545 3.466 -4.238
H -2.243 3.471 -3.113
C 4.221 0.883 1.533
Cl 3.346 0.305 2.920
Cl 5.941 0.836 1.906
H 4.043 0.246 0.666
H 3.929 1.918 1.358
C -3.574 -0.654 2.203
Cl -2.866 0.559 1.124
Cl -4.456 -1.955 1.347
H -2.762 -1.031 2.825
H -4.339 -0.198 2.831
C 2.205 2.109 -4.368
Cl 1.730 3.855 -4.183
Cl 2.178 1.654 -6.077
H 3.214 2.033 -3.963
H 1.532 1.437 -3.836
C 2.662 -2.686 -1.325
Cl 3.177 -2.546 0.405
Cl 3.206 -4.293 -1.965
H 1.597 -2.529 -1.494
H 3.239 -1.922 -1.848
```

Properties
E_HOMO = -11.0 eV
Energy above the lowest of the compared OMol25 structures with the same formula, charge and spin = 0.606 eV
F_max = 1.238 eV Å⁻¹
Electronic energy = -8637.1409 Ha
Orbital gap = 11.136 eV

***

(6)
Here is a structure of composition C9H18Cl2ErOS from OMol25. Energies are from ωB97M-V/def2-TZVPD.

XYZ file:
```
32
C9H18Cl2ErOS (ωB97M-V/def2-TZVPD)
Er 1.397 -0.534 0.167
Cl 1.314 -3.063 -0.091
Cl 2.250 0.079 2.584
C 3.356 -0.064 0.312
H 3.394 1.070 0.039
H 3.650 -0.461 -0.743
C -0.218 1.164 -1.092
C 0.769 0.503 -1.655
H -0.096 1.932 -0.332
C 0.704 -0.785 -2.461
H 1.867 0.739 -1.450
C -0.404 -0.496 -3.443
H 1.708 -0.936 -2.884
H 0.500 -1.752 -1.942
C -1.685 -0.160 -2.702
H -0.064 0.353 -4.036
H -0.537 -1.318 -4.119
C -1.587 0.948 -1.634
H -2.463 0.099 -3.413
H -2.027 -1.061 -2.186
H -2.020 1.881 -2.033
H -2.248 0.715 -0.801
C -0.833 -1.210 3.728
S -1.486 0.091 2.667
C -0.686 1.473 3.484
O -0.735 -0.055 1.332
H -1.312 -1.087 4.704
H 0.259 -1.132 3.798
H -1.130 -2.168 3.293
H 0.407 1.336 3.461
H -0.975 2.378 2.941
H -1.068 1.519 4.509
```

Properties
E_HOMO (spin up / spin down) = -1.5 / -1.5 eV
Energy above the lowest of the compared OMol25 structures with the same formula, charge and spin = 3.522 eV
F_max = 4.963 eV Å⁻¹
Electronic energy = -2762.5167 Ha
Orbital gap (spin up / spin down) = 3.740 / 3.749 eV
Spin multiplicity = 4
Total charge = -1
<S²> = 3.754

***

What is the formula in the third record? C9H18BBrIO9S2

***

What is the formula in the third record? C9H18BBrIO9S2

***

Which formula does entry 6 have? C9H18Cl2ErOS